[1]
The following is a quantum chemistry calculation of a cluster of 14 separate species, C3H35NO14 in total in a non-equilibrium geometry, from the Open Molecules 2025 dataset.

## Properties
LUMO, eV: -0.02
ΔE to the lowest compared entry with this formula, charge and spin, eV: 6.6221
Highest occupied orbital energy, eV: -9.459
Max |F|, Eh/bohr: 0.16526

Each line ends with the Mulliken charge.
Element x y z (Å)
C1 -2.369 -0.347 1.854  -0.399
O1 -1.678 0.855 2.167  -0.553
C2 -1.324 -1.415 1.213  0.528
C3 -0.540 -2.059 2.298  -1.705
N1 -0.533 -0.752 0.151  -0.175
H1 -3.268 -0.074 1.152  0.019
H2 -2.856 -0.824 2.694  0.377
H3 -1.421 0.803 3.092  0.296
H4 -2.019 -2.085 0.590  0.237
H5 -1.072 -2.783 2.855  0.441
H6 0.282 -2.518 1.786  0.409
H7 -0.058 -1.453 2.956  0.417
H8 -0.130 0.120 0.499  0.194
H9 0.201 -1.331 -0.038  0.007
H10 4.898 2.381 0.064  0.298
H11 3.649 1.701 0.306  0.224
O2 4.434 1.980 0.710  -0.597
H12 2.290 0.108 4.543  0.257
H13 2.106 -0.980 3.318  0.363
O3 2.209 -0.783 4.303  -0.607
H14 2.465 -0.526 -1.141  0.315
H15 3.369 0.239 -0.311  0.304
O4 3.442 -0.333 -0.993  -0.641
H16 -2.056 1.684 -3.809  0.310
H17 -1.290 1.597 -2.531  0.317
O5 -1.341 1.163 -3.387  -0.715
H18 -0.088 -0.720 -2.721  0.361
H19 1.114 -1.346 -3.559  0.247
O6 0.665 -1.418 -2.702  -0.594
H20 3.764 0.624 2.289  0.298
H21 2.643 1.264 2.956  0.306
O7 2.855 0.547 2.363  -0.586
H22 1.381 1.552 -4.694  0.258
H23 0.166 1.118 -3.943  0.447
O8 1.126 0.987 -4.053  -0.619
H24 2.538 -2.621 0.047  0.325
H25 1.408 -3.346 -0.739  0.305
O9 1.695 -3.103 0.176  -0.591
H26 -2.707 2.314 -1.502  0.295
H27 -3.615 1.556 -2.161  0.443
O10 -3.224 2.428 -2.282  -0.735
H28 -3.138 2.131 0.785  0.300
H29 -4.650 2.106 0.669  0.257
O11 -3.834 1.949 0.173  -0.598
H30 -3.649 -0.231 -0.721  0.342
H31 -3.048 -1.309 -1.587  0.359
O12 -3.778 -0.595 -1.614  -0.707
H32 1.790 4.476 1.469  0.232
H33 2.810 3.408 1.549  0.349
O13 1.927 3.728 1.862  -0.567
H34 0.013 -3.396 -1.617  0.227
H35 -0.653 -3.039 -2.795  0.344
O14 -0.903 -3.433 -1.990  -0.619



[2]
The following is a quantum chemistry calculation of a cluster of 2 separate species, C4H6NO2 in total in a non-equilibrium geometry, from the Open Molecules 2025 dataset.

## Properties
LUMO, eV: -3.79
Net charge: +1
ΔE to the lowest compared entry with this formula, charge and spin, eV: 1.3574
Highest occupied orbital energy, eV: -15.325
Max |F|, Eh/bohr: 0.10307

Each line ends with the Mulliken charge.
Element x y z (Å)
C1 -0.614 0.583 -0.050  -0.120
C2 -0.812 -0.613 -0.056  0.169
C3 2.291 0.065 0.322  0.796
C4 -0.996 -2.079 -0.138  -1.010
N1 -0.362 2.029 -0.082  -0.045
O1 2.187 1.221 0.310  -0.562
O2 2.323 -1.067 0.333  -0.263
H1 0.031 -2.418 -0.271  0.292
H2 -1.616 -2.234 -0.990  0.325
H3 -1.417 -2.293 0.797  0.326
H4 0.674 1.974 -0.005  0.399
H5 -0.804 2.384 0.666  0.322
H6 -0.884 2.447 -0.836  0.371



[3]
The following is a quantum chemistry calculation of an isolated molecule of C5H10N2, from the Open Molecules 2025 dataset.

## Properties
LUMO, eV: 0.61
ΔE to the lowest compared entry with this formula, charge and spin, eV: 3.4441
SMILES string: C=CN/C(N)=C\C
Highest occupied orbital energy, eV: -5.939
Max |F|, Eh/bohr: 0.00906

Each line ends with the Mulliken charge.
Element x y z (Å)
C1 1.331 1.018 0.637  -0.541
C2 0.522 0.599 1.707  -0.537
N1 0.136 -0.769 1.335  -0.147
C3 -0.057 -0.966 0.028  0.470
N2 -0.312 -2.203 -0.431  -0.379
C4 0.137 0.172 -0.858  -0.433
C5 -1.010 1.158 -0.991  -1.068
H1 2.222 0.447 0.395  0.206
H2 1.427 2.081 0.433  0.334
H3 -0.361 1.214 1.895  0.262
H4 0.068 -1.530 1.996  0.157
H5 -0.230 -3.021 0.157  0.202
H6 -0.500 -2.341 -1.407  0.240
H7 0.543 -0.141 -1.821  0.388
H8 -1.950 0.702 -1.329  0.306
H9 -1.220 1.647 -0.034  0.237
H10 -0.746 1.933 -1.714  0.302



[4]
The following is a quantum chemistry calculation of a cluster of 6 separate species, C24H64N11O6P3 in total in a non-equilibrium geometry, from the Open Molecules 2025 dataset.

## Properties
LUMO, eV: -0.34
ΔE to the lowest compared entry with this formula, charge and spin, eV: 5.8749
Highest occupied orbital energy, eV: -5.809
Max |F|, Eh/bohr: 0.06480

Each line ends with the Mulliken charge.
Element x y z (Å)
N1 0.622 -1.141 -1.373  -0.161
H1 1.552 -0.748 -1.352  0.260
H2 0.681 -1.826 -2.113  0.339
H3 -0.025 -0.424 -1.672  0.256
H4 0.263 -1.693 -0.607  0.234
O1 0.290 -3.476 -3.809  -1.023
H5 -0.603 -3.452 -4.205  0.129
C1 -0.902 1.016 -7.355  -0.581
C2 0.103 0.778 -6.441  -0.500
C3 0.852 1.851 -5.881  -0.612
C4 0.531 3.160 -6.287  0.455
C5 -0.479 3.393 -7.262  -0.405
C6 -1.209 2.322 -7.777  -0.360
N2 1.164 4.306 -5.674  0.884
O2 0.476 5.340 -5.495  -0.549
O3 2.356 4.283 -5.335  -0.539
H6 -1.613 0.210 -7.460  0.371
H7 0.328 -0.239 -6.154  0.502
H8 1.652 1.731 -5.165  0.566
H9 -0.752 4.350 -7.680  0.378
H10 -1.989 2.522 -8.496  0.388
O4 -0.296 -3.241 2.210  -0.783
P1 -0.615 -4.312 3.206  0.339
N3 0.791 -5.263 3.558  0.172
C7 0.641 -6.661 4.088  -0.860
C8 2.046 -4.613 3.880  -0.921
N4 -1.729 -5.448 2.674  0.297
C9 -3.148 -5.077 2.767  -1.125
C10 -1.461 -6.133 1.450  -1.321
N5 -1.099 -3.789 4.781  0.367
C11 -0.640 -2.480 5.256  -1.071
C12 -1.412 -4.766 5.806  -1.213
H11 0.280 -7.371 3.344  0.221
H12 -0.011 -6.584 4.957  0.238
H13 1.559 -7.036 4.542  0.403
H14 2.425 -4.142 2.973  0.263
H15 2.863 -5.255 4.210  0.376
H16 1.845 -3.947 4.720  0.261
H17 -3.287 -4.022 3.006  0.404
H18 -3.737 -5.245 1.866  0.395
H19 -3.630 -5.650 3.559  0.302
H20 -0.407 -6.367 1.295  0.401
H21 -2.049 -7.043 1.333  0.341
H22 -1.783 -5.478 0.641  0.471
H23 -1.457 -2.018 5.810  0.347
H24 0.170 -2.489 5.986  0.326
H25 -0.455 -1.905 4.349  0.304
H26 -0.582 -5.090 6.434  0.312
H27 -1.948 -5.631 5.415  0.356
H28 -2.089 -4.276 6.506  0.385
O5 4.131 0.716 -0.930  -0.886
P2 4.779 1.638 0.041  0.438
N6 6.450 2.002 -0.218  0.342
C13 6.903 2.618 -1.420  -1.065
C14 7.503 1.924 0.766  -1.220
N7 4.745 0.797 1.504  0.186
C15 3.426 0.708 2.204  -0.922
C16 5.535 -0.490 1.523  -0.985
N8 3.965 3.159 0.356  0.281
C17 4.262 3.908 1.528  -1.019
C18 2.746 3.455 -0.345  -1.110
H29 6.092 2.931 -2.076  0.305
H30 7.321 1.918 -2.144  0.358
H31 7.622 3.433 -1.330  0.340
H32 7.059 1.876 1.760  0.423
H33 8.113 2.817 0.628  0.343
H34 8.167 1.101 0.505  0.367
H35 2.789 0.088 1.573  0.295
H36 3.558 0.361 3.229  0.317
H37 2.835 1.613 2.345  0.229
H38 6.502 -0.416 1.027  0.300
H39 5.675 -0.859 2.539  0.295
H40 4.919 -1.225 1.005  0.346
H41 3.527 3.739 2.315  0.347
H42 5.288 3.649 1.788  0.264
H43 4.272 4.964 1.259  0.428
H44 2.148 2.554 -0.474  0.253
H45 3.023 3.850 -1.322  0.337
H46 2.134 4.174 0.201  0.407
O6 -2.421 1.423 -1.311  -0.792
P3 -3.775 1.891 -0.872  0.137
N9 -4.147 3.505 -1.324  0.344
C19 -3.325 4.247 -2.210  -1.094
C20 -5.436 4.059 -1.179  -1.092
N10 -4.059 1.900 0.839  0.283
C21 -3.659 3.033 1.700  -0.965
C22 -3.831 0.601 1.487  -1.173
N11 -5.022 1.094 -1.611  0.399
C23 -6.374 0.729 -1.029  -1.011
C24 -4.748 0.382 -2.885  -1.095
H47 -3.106 3.660 -3.102  0.275
H48 -2.362 4.360 -1.711  0.299
H49 -3.706 5.199 -2.578  0.397
H50 -6.098 3.802 -2.005  0.228
H51 -5.258 5.132 -1.247  0.479
H52 -5.842 3.710 -0.229  0.352
H53 -2.571 3.048 1.764  0.335
H54 -4.044 3.932 1.219  0.301
H55 -4.022 2.912 2.721  0.340
H56 -4.530 0.678 2.319  0.414
H57 -4.181 -0.233 0.879  0.330
H58 -2.770 0.483 1.708  0.317
H59 -6.381 -0.299 -0.668  0.360
H60 -6.638 1.397 -0.208  0.305
H61 -7.199 0.698 -1.741  0.326
H62 -3.879 0.860 -3.337  0.312
H63 -5.621 0.545 -3.516  0.369
H64 -4.563 -0.682 -2.737  0.307



[5]
The following is a quantum chemistry calculation of an isolated molecule of C5H11N3O in a non-equilibrium geometry, from the Open Molecules 2025 dataset.

## Properties
LUMO, eV: 0.80
ΔE to the lowest compared entry with this formula, charge and spin, eV: 6.5757
SMILES string: C=C/C(N)=C(\N)N(C)O
Highest occupied orbital energy, eV: -7.813
Max |F|, Eh/bohr: 0.16859

Each line ends with the Mulliken charge.
Element x y z (Å)
C1 0.266 -1.289 2.874  -0.761
C2 -0.387 -1.284 1.718  -0.362
C3 0.403 -0.673 0.245  0.112
N1 1.768 -0.594 0.169  -0.530
C4 -0.552 0.204 0.062  0.348
N2 -1.902 0.309 0.068  -0.432
N3 -0.143 1.325 -1.200  -0.242
C5 -0.474 1.036 -2.572  -0.825
O1 1.193 1.829 -1.167  -0.486
H1 1.203 -0.761 3.010  0.182
H2 -0.047 -1.902 3.711  0.276
H3 -1.299 -1.858 1.601  0.399
H4 2.238 -0.033 0.869  0.262
H5 2.238 -1.477 0.019  0.239
H6 -2.212 1.120 -0.458  0.299
H7 -2.354 0.082 0.940  0.266
H8 -1.551 1.144 -2.728  0.294
H9 0.001 1.753 -3.251  0.327
H10 -0.173 0.018 -2.873  0.263
H11 1.783 1.051 -1.035  0.370



[6]
The following is a quantum chemistry calculation of an isolated molecule of ClH2O2PS2 in a non-equilibrium geometry, from the Open Molecules 2025 dataset.

## Properties
LUMO, eV: -0.81
ΔE to the lowest compared entry with this formula, charge and spin, eV: 2.5486
Highest occupied orbital energy, eV: -10.583
Max |F|, Eh/bohr: 0.02926

Each line ends with the Mulliken charge.
Element x y z (Å)
O1 -1.952 0.645 0.632  -0.525
O2 1.659 0.284 -1.316  -0.417
P1 -0.533 0.442 0.941  0.423
S1 0.375 -1.451 0.628  -0.108
S2 1.097 -1.036 -1.337  0.498
Cl1 -0.846 -0.689 -2.123  -0.125
H1 0.348 1.293 0.298  0.159
H2 -0.149 0.512 2.276  0.095



[7]
The following is a quantum chemistry calculation of a structure of composition C13H23N4O2P2Y in a non-equilibrium geometry, from the Open Molecules 2025 dataset.

## Properties
LUMO, eV: -8.14
Net charge: +2
Highest occupied orbital energy, eV: -14.321
Max |F|, Eh/bohr: 0.10195

Each line ends with the Mulliken charge.
Element x y z (Å)
Y1 0.449 1.083 0.452  0.956
P1 2.435 -0.797 0.963  0.617
C1 2.339 -0.642 -0.876  -1.335
C2 1.065 -1.187 -1.504  0.504
N1 -0.104 -0.657 -1.068  0.296
C3 -1.269 -1.127 -1.533  0.347
C4 -1.255 -2.188 -2.443  -0.803
C5 -0.049 -2.719 -2.901  -0.453
C6 1.126 -2.200 -2.448  -0.898
C7 -2.527 -0.461 -1.040  -0.932
P2 -2.393 1.154 -0.271  1.015
H1 2.102 -2.527 -2.773  0.542
H2 -2.218 -2.582 -2.777  0.481
H3 -0.045 -3.540 -3.623  0.459
H4 -3.237 -0.408 -1.871  0.618
H5 -3.038 -1.140 -0.342  0.572
H6 2.366 0.637 -1.088  0.244
H7 3.295 -1.019 -1.287  0.715
H8 0.460 3.092 -0.895  0.508
O1 1.882 2.014 -0.974  -0.922
H9 2.485 2.668 -1.334  0.206
H10 -1.342 2.077 -0.228  0.241
O2 -0.261 3.523 -0.472  -0.663
H11 0.158 3.774 0.392  0.385
C8 -2.895 2.222 -1.678  -1.547
H12 -3.827 1.849 -2.075  0.539
H13 -3.038 3.267 -1.379  0.437
H14 -2.133 2.154 -2.461  0.434
C9 -3.857 1.200 0.808  -1.174
H15 -3.779 1.963 1.599  0.393
H16 -4.787 1.398 0.238  0.397
H17 -3.996 0.219 1.301  0.447
C10 2.331 -2.648 1.121  -1.067
H18 3.331 -3.073 0.876  0.357
H19 2.044 -2.889 2.167  0.392
H20 1.558 -3.034 0.421  0.317
C11 4.230 -0.467 1.270  -1.177
H21 4.351 -0.226 2.345  0.388
H22 4.806 -1.377 1.011  0.375
H23 4.543 0.401 0.657  0.373
N2 -0.132 1.222 2.578  -0.691
C12 -0.368 0.945 3.715  0.586
N3 -0.724 0.777 4.913  -0.496
C13 -0.224 -0.027 5.816  0.407
N4 0.140 -0.705 6.699  -0.392



[8]
The following is a quantum chemistry calculation of an isolated molecule of H3OPS in a non-equilibrium geometry, from the Open Molecules 2025 dataset.

## Properties
LUMO (alpha / beta), eV: 0.60 / -2.67
⟨S²⟩: 2.0064
ΔE to the lowest compared entry with this formula, charge and spin, eV: 1.0099
Highest occupied orbital energy (alpha / beta), eV: -4.553 / -10.062
Max |F|, Eh/bohr: 0.07500
Spin multiplicity: 3

Each line ends with the Mulliken charge.
Element x y z (Å)
O1 -1.168 -0.611 0.321  -0.445
P1 -0.130 0.607 -0.070  0.131
S1 1.861 -0.133 0.125  -0.273
H1 -1.891 -0.585 -0.278  0.367
H2 -0.394 0.652 -1.437  0.070
H3 1.722 0.070 1.340  0.151



Repeat the second record exactly.
The following is a quantum chemistry calculation of a cluster of 2 separate species, C4H6NO2 in total in a non-equilibrium geometry, from the Open Molecules 2025 dataset.

## Properties
LUMO, eV: -3.79
Net charge: +1
ΔE to the lowest compared entry with this formula, charge and spin, eV: 1.3574
Highest occupied orbital energy, eV: -15.325
Max |F|, Eh/bohr: 0.10307

Each line ends with the Mulliken charge.
Element x y z (Å)
C1 -0.614 0.583 -0.050  -0.120
C2 -0.812 -0.613 -0.056  0.169
C3 2.291 0.065 0.322  0.796
C4 -0.996 -2.079 -0.138  -1.010
N1 -0.362 2.029 -0.082  -0.045
O1 2.187 1.221 0.310  -0.562
O2 2.323 -1.067 0.333  -0.263
H1 0.031 -2.418 -0.271  0.292
H2 -1.616 -2.234 -0.990  0.325
H3 -1.417 -2.293 0.797  0.326
H4 0.674 1.974 -0.005  0.399
H5 -0.804 2.384 0.666  0.322
H6 -0.884 2.447 -0.836  0.371